[1]
{
  "formula": "C5H5O3P",
  "method": "ωB97M-V with the def2-TZVPD basis set",
  "total_charge": 0,
  "lumo_energy_ev": 0.4,
  "smiles": "O=COPc1ccco1",
  "total_energy_ev": -20695.490,
  "elements": ["O", "C", "O", "P", "C", "C", "C", "C", "O", "H", "H", "H", "H", "H"],
  "xyz": [[-4.221, -0.678, 0.519], [-3.491, -0.503, -0.430], [-2.464, 0.318, -0.585], [-1.649, 1.315, 0.598], [0.097, 0.743, 0.327], [0.595, -0.430, 0.852], [1.986, -0.420, 0.665], [2.232, 0.742, 0.029], [1.148, 1.458, -0.197], [-3.677, -1.193, -1.234], [-1.391, 2.330, -0.331], [0.100, -1.125, 1.473], [2.695, -1.117, 1.008], [3.169, 0.776, -0.604]],
  "forces_ev_per_angstrom": [[0.822, 1.078, 0.087], [-1.180, -1.127, 1.691], [0.791, 0.581, -0.133], [0.502, -0.640, -0.867], [-0.563, -1.356, 1.144], [-0.056, 1.211, 0.305], [-0.900, 0.563, 0.106], [3.183, -1.465, -1.585], [-1.355, 0.505, -0.585], [0.560, 0.148, -1.319], [-0.380, 0.499, -0.085], [-0.861, -0.609, 0.250], [0.673, -0.749, 0.051], [-1.237, 1.361, 0.940]],
  "lowdin_charge": [0.039, -0.439, -0.306, 1.056, -0.448, -0.086, -0.074, -0.170, -0.001, 0.128, -0.046, 0.098, 0.096, 0.152]
}

[2]
{
  "formula": "C6H12O",
  "method": "ωB97M-V with the def2-TZVPD basis set",
  "total_charge": -1,
  "lumo_energy_ev": [3.7, 3.6],
  "multiplicity": 2,
  "s2": 0.77,
  "total_energy_ev": -8461.513,
  "elements": ["C", "C", "C", "C", "C", "C", "H", "H", "H", "H", "H", "H", "H", "H", "H", "H", "H", "H", "O"],
  "xyz": [[-3.085, 0.478, -0.915], [-1.910, 0.603, -0.002], [-0.791, -0.203, -0.081], [0.071, -0.389, 1.010], [1.458, -0.519, 0.950], [2.457, -0.087, 1.992], [-3.792, 1.293, -0.733], [-2.776, 0.628, -1.958], [-3.610, -0.491, -0.890], [-2.048, 1.104, 0.941], [-0.454, -0.817, -0.911], [-0.281, 0.108, 1.912], [1.900, -0.971, 0.052], [2.970, -0.923, 2.493], [2.001, 0.586, 2.726], [3.200, 0.538, 1.469], [2.075, -0.644, -3.193], [1.384, 0.211, -2.117], [1.233, -0.506, -2.746]],
  "forces_ev_per_angstrom": [[0.161, 0.606, -0.576], [0.053, -0.574, -0.530], [-0.069, -1.027, 0.609], [0.936, 1.552, 0.511], [0.346, -0.759, -0.404], [-0.368, 0.121, -0.615], [-0.234, -0.182, 0.097], [-0.033, -0.186, -0.081], [-0.125, 0.011, 0.169], [-0.200, 0.181, 0.326], [-0.583, 0.405, -0.722], [-0.090, 0.006, 0.408], [-0.096, 0.155, 0.130], [0.095, 0.220, 0.184], [-0.050, -0.257, 0.172], [0.260, -0.226, 0.330], [-0.066, 0.088, 0.160], [-0.101, -0.157, 0.185], [0.163, 0.023, -0.356]],
  "mulliken_spin": [-0.032, 0.209, 0.242, 0.042, 0.446, -0.093, -0.015, 0.024, 0.005, 0.034, 0.005, 0.013, 0.035, 0.038, 0.000, 0.035, -0.004, -0.001, 0.017]
}

[3]
{
  "formula": "C26H36N3O2",
  "method": "ωB97M-V with the def2-TZVPD basis set",
  "total_charge": 1,
  "lumo_energy_ev": -3.5,
  "total_energy_ev": -36104.899,
  "elements": ["C", "N", "C", "O", "C", "C", "C", "C", "C", "C", "C", "C", "N", "C", "C", "C", "C", "C", "C", "C", "C", "C", "C", "C", "C", "C", "H", "H", "H", "H", "H", "H", "H", "H", "H", "H", "H", "H", "H", "H", "H", "H", "H", "H", "H", "H", "H", "H", "H", "H", "H", "H", "H", "C", "C", "O", "C", "N", "H", "H", "H", "H", "H", "H", "H", "H", "H"],
  "xyz": [[1.884, 3.766, 1.622], [1.584, 2.361, 1.523], [2.565, 1.442, 1.283], [3.746, 1.691, 1.100], [1.898, 0.063, 1.261], [2.480, -0.899, 2.306], [3.955, -1.183, 2.121], [4.862, -0.877, 3.141], [6.235, -1.038, 2.938], [6.702, -1.542, 1.711], [5.792, -1.885, 0.701], [4.419, -1.702, 0.907], [0.505, 0.385, 1.509], [-0.425, -0.611, 1.601], [-1.740, -0.428, 1.926], [-2.728, -1.499, 2.083], [-4.186, -1.107, 2.077], [-5.147, -2.089, 1.814], [-6.506, -1.777, 1.801], [-6.941, -0.463, 2.013], [-8.415, -0.153, 1.975], [-5.987, 0.532, 2.227], [-4.624, 0.223, 2.285], [0.240, 1.825, 1.684], [-0.294, 2.159, 3.080], [-0.672, 2.401, 0.586], [2.962, 3.914, 1.530], [1.372, 4.325, 0.831], [1.545, 4.156, 2.587], [2.031, -0.377, 0.250], [2.315, -0.475, 3.310], [1.925, -1.847, 2.241], [4.471, -0.499, 4.090], [6.936, -0.763, 3.733], [7.779, -1.656, 1.547], [6.152, -2.281, -0.254], [3.699, -1.969, 0.130], [-0.046, -1.630, 1.419], [-2.136, 0.598, 1.944], [-2.518, -2.375, 1.442], [-4.819, -3.108, 1.590], [-7.240, -2.568, 1.661], [-8.583, 0.922, 2.126], [-8.852, -0.446, 1.005], [-8.961, -0.707, 2.756], [-6.337, 1.555, 2.391], [-3.938, 1.043, 2.494], [0.447, 1.864, 3.836], [-0.466, 3.241, 3.141], [-1.233, 1.641, 3.284], [-0.142, 2.381, -0.378], [-1.601, 1.833, 0.493], [-0.912, 3.442, 0.839], [-2.613, -6.063, 5.571], [-2.669, -4.557, 5.348], [-1.602, -4.074, 6.185], [-2.524, -4.158, 3.860], [-2.483, -2.652, 3.582], [-3.375, -6.592, 4.983], [-1.630, -6.471, 5.276], [-2.772, -6.352, 6.621], [-3.630, -4.191, 5.756], [-1.579, -3.102, 6.213], [-1.567, -4.570, 3.523], [-3.349, -4.634, 3.322], [-1.592, -2.280, 3.889], [-3.141, -2.175, 4.192]],
  "forces_ev_per_angstrom": [[-0.312, 0.460, 0.050], [0.505, -0.481, 0.053], [0.652, 0.236, -0.269], [-1.184, -0.372, 0.232], [0.745, -0.039, -0.570], [0.080, -0.156, 0.337], [0.202, 0.095, -0.171], [0.043, -0.038, -0.272], [-0.113, -0.188, -0.309], [-0.254, 0.153, 0.194], [-0.083, 0.093, 0.180], [0.411, -0.032, 0.310], [-1.273, -1.479, -0.065], [0.654, 0.795, 0.134], [-1.131, -0.041, 0.500], [0.178, -0.564, -2.365], [0.378, 0.337, 0.272], [-0.281, -0.002, -0.023], [0.467, -0.048, 0.192], [-0.070, -0.273, -0.173], [-0.130, 0.102, 0.000], [0.270, -0.209, 0.175], [-0.328, -0.280, 0.034], [0.024, 0.421, -0.081], [0.156, -0.063, 0.148], [0.185, -0.060, -0.092], [-0.206, -0.177, -0.008], [0.150, -0.014, 0.065], [0.146, 0.020, -0.090], [-0.047, 0.319, 0.456], [-0.035, -0.148, -0.278], [0.060, 0.189, 0.108], [0.250, -0.033, -0.285], [-0.245, -0.165, -0.354], [-0.455, 0.013, 0.041], [-0.134, 0.157, 0.422], [0.277, 0.074, 0.101], [-0.049, 0.558, 0.160], [0.332, -0.907, 0.399], [-0.292, 0.604, 0.178], [-0.135, 0.257, 0.157], [0.144, 0.158, -0.131], [-0.061, -0.331, -0.054], [0.176, 0.142, 0.346], [0.222, 0.204, -0.243], [0.268, -0.270, -0.080], [-0.097, -0.335, -0.051], [-0.218, 0.101, -0.155], [0.015, -0.294, 0.093], [0.188, 0.243, 0.073], [-0.232, -0.027, 0.279], [0.118, 0.188, -0.035], [0.002, -0.287, -0.162], [-0.021, -0.690, -0.624], [0.130, 0.315, 1.084], [-0.098, 0.685, -0.681], [0.302, 0.037, -0.017], [-0.101, 0.424, 1.464], [0.114, 0.176, 0.058], [-0.324, 0.294, 0.064], [0.040, 0.503, -0.315], [0.192, 0.074, -0.300], [-0.156, -0.486, 0.077], [-0.212, 0.098, -0.219], [0.146, 0.333, -0.148], [0.378, -0.184, 0.032], [-0.325, -0.191, 0.150]],
  "lowdin_charge": [-0.004, -0.039, -0.370, 0.103, -0.170, -0.092, -0.243, -0.044, -0.068, -0.077, -0.069, -0.045, 0.015, -0.030, -0.087, -0.079, -0.213, -0.030, -0.023, -0.261, -0.041, -0.021, -0.010, -0.468, 0.005, 0.015, 0.103, 0.097, 0.093, 0.168, 0.129, 0.112, 0.113, 0.108, 0.107, 0.108, 0.111, 0.147, 0.063, 0.136, 0.116, 0.123, 0.081, 0.094, 0.094, 0.121, 0.105, 0.104, 0.091, 0.065, 0.107, 0.075, 0.094, -0.047, -0.425, -0.044, -0.101, 0.080, 0.088, 0.096, 0.096, 0.147, 0.090, 0.133, 0.124, 0.114, 0.128]
}